No. 1
{"formula": "C13H11MnN2O2S2Se2", "method": "ωB97M-V with the def2-TZVPD basis set", "e_tot_ha": -7511.56032, "total_charge": 2, "largest_force_ev_per_a": 2.6, "orbital_gap_ev": [5.4, 5.9], "elements": ["O", "Mn", "C", "H", "C", "C", "N", "H", "H", "O", "C", "H", "H", "H", "H", "C", "C", "S", "C", "H", "C", "C", "H", "C", "N", "H", "C", "Se", "C", "C", "Se", "H", "S"], "positions_angstrom": [[-3.45009, -0.09092, 0.63836], [-0.43970, -0.03306, 0.44531], [-1.04538, -3.22807, -0.53746], [-0.18967, 5.21836, -2.26230], [-0.58444, 3.10954, -2.41207], [-1.19651, -5.54400, -0.07896], [0.10205, -0.63208, 2.27936], [0.57374, -1.90364, 5.88608], [-1.47357, -5.82890, -1.09114], [-0.44068, -4.29216, -0.14625], [1.02193, -2.22161, 3.80718], [1.61553, -3.11172, 3.95681], [-0.91169, 1.00075, -2.18524], [0.37231, 5.08681, 0.15924], [-2.07129, -5.39759, 0.55038], [-0.62103, 1.92694, -1.70078], [0.44713, -1.54721, 4.87275], [-2.59558, -2.98307, -1.01092], [-0.21511, 4.26849, -1.74541], [1.25741, -2.23837, 1.67136], [-2.33375, -0.07432, 0.58110], [-0.26386, -0.37948, 4.62476], [-0.84659, 3.11590, -3.45971], [0.82633, -1.73860, 2.52736], [-0.29342, 1.85074, -0.39703], [-0.68543, 0.20446, 5.43114], [-0.39868, 0.05130, 3.32076], [0.58568, 2.87338, 2.09028], [0.05739, 2.97334, 0.24244], [0.10194, 4.19976, -0.39673], [-1.26266, 1.73165, 2.93330], [-0.50650, -6.25598, 0.35752], [-0.05533, -1.81878, -0.82556]], "atomic_forces_ev_per_a": [[-0.013, 0.042, 0.044], [0.808, -0.816, 0.227], [-1.973, 0.378, -0.541], [0.008, 0.007, -0.001], [0.051, 0.008, 0.116], [0.048, 0.091, -0.003], [-0.137, -0.016, -0.364], [-0.008, -0.006, 0.014], [-0.074, 0.001, 0.041], [0.548, -0.113, 0.313], [-0.053, 0.105, -0.021], [0.001, -0.008, -0.026], [-0.016, 0.045, 0.039], [-0.012, -0.009, 0.013], [-0.018, -0.020, -0.071], [-0.057, -0.002, -0.241], [0.038, -0.048, -0.055], [0.005, -0.603, 0.230], [-0.024, -0.064, -0.082], [-0.053, -0.001, 0.039], [-0.422, -0.180, -0.128], [-0.043, 0.119, -0.077], [-0.007, -0.013, -0.007], [0.254, -0.313, -0.077], [-0.257, -0.764, -0.354], [0.002, 0.014, -0.002], [-0.053, 0.194, 0.230], [0.065, 0.042, -0.059], [0.091, 0.013, 0.202], [0.052, -0.061, 0.109], [-0.011, -0.195, -0.231], [0.014, 0.009, -0.024], [1.250, 2.163, 0.747]], "mulliken_charge": [-0.090, -0.156, 0.443, 0.437, -0.831, -0.759, 0.365, 0.447, 0.375, -0.274, -0.937, 0.444, 0.431, 0.425, 0.380, -0.026, -0.150, -0.140, -0.165, 0.507, 0.633, -0.703, 0.432, -0.108, 0.103, 0.441, 0.468, 0.091, 0.474, -0.722, 0.008, 0.256, -0.100]}

---

No. 2
{"formula": "C31H36N8O4STi", "method": "ωB97M-V with the def2-TZVPD basis set", "e_tot_ha": -3189.06296, "total_charge": 2, "relative_energy_kcal_mol": 45.1, "largest_force_ev_per_a": 1.0, "orbital_gap_ev": 6.7, "elements": ["H", "H", "C", "C", "C", "H", "H", "S", "C", "H", "N", "H", "C", "H", "N", "H", "H", "C", "C", "H", "H", "O", "H", "C", "H", "C", "C", "C", "H", "C", "N", "N", "H", "C", "C", "C", "C", "O", "C", "H", "H", "H", "C", "H", "H", "C", "N", "C", "C", "O", "H", "H", "Ti", "H", "C", "C", "C", "O", "H", "H", "C", "H", "H", "H", "C", "N", "H", "H", "C", "H", "C", "N", "H", "C", "H", "N", "H", "H", "C", "H", "C"], "positions_angstrom": [[0.03137, -3.03435, 0.35698], [-3.15952, 3.93114, 2.39907], [2.30476, -1.89658, -0.57752], [-2.15206, 3.88208, 2.00896], [2.40134, 1.27614, 0.78004], [0.15563, 0.99094, 3.70004], [2.07632, 1.86111, -0.10375], [3.79970, -1.39894, -1.06913], [-2.90586, -2.63091, -0.71183], [1.35223, 3.51858, 0.64681], [0.59226, 2.16219, -2.00751], [0.54677, 3.91448, -5.46615], [-1.76797, -0.41565, -0.64102], [-3.17069, -0.02009, -2.88661], [0.49330, -0.99272, 4.31490], [-0.27415, -5.15099, -0.94528], [1.03479, -0.72875, -4.87915], [1.40040, -0.65761, 5.45178], [-2.69370, -1.36923, -1.26690], [1.47081, -5.28018, -1.16103], [0.78799, -0.42881, 6.32002], [-1.13120, -0.69440, 0.43339], [-2.16332, 0.64587, 1.36116], [-0.03312, 4.84880, 1.51637], [0.66043, 5.67594, 1.51200], [3.38049, -0.22514, 2.83001], [-1.34549, 4.98127, 1.99321], [0.94348, 2.09389, -4.38886], [2.03932, -1.51313, 5.65591], [-3.76485, -3.52074, -1.33357], [-0.43782, 2.52271, 0.99060], [-4.84369, -1.51944, -4.30736], [-1.09414, -0.17866, 3.20163], [4.19906, 0.73808, 2.23803], [0.85509, -3.73781, 0.22761], [0.20238, 3.42734, -2.14071], [1.28887, 0.08172, -2.92688], [-4.57299, -0.42601, -4.75767], [0.17341, 4.09406, -3.36101], [2.95209, -3.51580, 0.33829], [-2.39522, -2.90397, 0.20163], [0.58363, -3.94114, -1.90557], [-1.66402, 2.64110, 1.54282], [0.44446, -1.80296, 2.38709], [0.89036, -4.37836, 1.11240], [1.55410, 0.36564, 1.37753], [1.11451, -1.27844, -0.93394], [3.71819, 1.49651, 1.19687], [0.64991, -4.57676, -1.02249], [-1.51642, 0.71733, -1.15055], [-0.14735, 5.12531, -3.39436], [1.24215, 1.51728, -5.25240], [0.34077, 0.70113, -0.16829], [3.79979, -0.85962, 3.60293], [-4.17427, -1.90497, -3.04170], [0.94105, 1.50638, -3.14078], [0.55496, 3.42432, -4.50246], [-5.62061, -2.31200, -4.78355], [-1.00689, 0.36502, 4.90504], [-0.08039, -1.78105, 4.61552], [1.22628, -1.47211, 3.06772], [5.22042, 0.85755, 2.57136], [-0.11091, 3.94598, -1.24669], [-5.08350, -3.83397, -3.01901], [-0.43776, 0.13419, 4.00806], [1.20252, -0.18623, -1.68626], [-3.93795, -4.49998, -0.90983], [1.38313, -1.91832, -3.59448], [1.60431, -0.92068, -3.97080], [1.99595, 0.20663, 5.17272], [0.35276, 3.63076, 1.03792], [2.10696, -2.97667, 0.21453], [-1.70929, 5.93210, 2.35825], [-4.40900, -3.16015, -2.51028], [1.82387, -2.32715, 3.38153], [-2.43775, 1.54392, 1.72102], [-3.40811, 1.68281, 1.94426], [2.66975, -0.88417, -4.20948], [2.06685, -0.40930, 2.42912], [4.35074, 2.21626, 0.69593], [-3.32970, -0.99266, -2.44619]], "atomic_forces_ev_per_a": [[0.034, -0.010, 0.006], [-0.007, -0.004, 0.002], [-0.091, -0.092, -0.146], [0.012, -0.020, -0.009], [0.221, -0.021, -0.110], [-0.029, 0.013, -0.021], [0.160, -0.033, -0.007], [0.171, 0.093, -0.032], [-0.014, 0.029, -0.019], [-0.007, 0.015, 0.009], [-0.078, 0.288, -0.040], [0.000, 0.006, -0.004], [-0.255, -0.241, 0.019], [-0.009, 0.008, -0.020], [-0.032, 0.038, -0.011], [0.001, 0.000, -0.009], [0.005, -0.029, 0.005], [-0.043, -0.018, -0.080], [0.021, 0.107, -0.057], [0.008, 0.000, -0.013], [0.030, 0.009, 0.021], [-0.260, 0.077, 0.505], [0.051, -0.001, -0.069], [-0.028, -0.060, -0.006], [0.001, 0.009, 0.001], [-0.018, -0.033, 0.026], [0.047, 0.010, -0.014], [-0.008, -0.020, 0.117], [0.015, 0.020, 0.020], [-0.011, -0.025, 0.010], [-0.114, 0.018, 0.129], [-0.111, 0.082, 0.139], [-0.010, 0.050, 0.015], [0.032, -0.009, 0.018], [-0.012, 0.031, 0.167], [-0.053, 0.055, -0.064], [0.037, 0.081, 0.036], [0.044, -0.029, -0.046], [-0.023, 0.049, 0.100], [0.014, 0.017, 0.035], [-0.005, -0.001, 0.005], [0.004, 0.006, -0.014], [0.043, 0.025, -0.001], [0.003, -0.040, -0.072], [-0.032, 0.015, -0.035], [0.470, -0.034, 0.405], [-0.155, 0.169, 0.121], [-0.087, 0.004, -0.074], [-0.020, -0.019, -0.005], [0.205, -0.175, -0.004], [-0.007, -0.001, 0.009], [-0.003, 0.030, -0.022], [-0.307, -0.492, -0.816], [0.003, -0.009, 0.012], [0.058, 0.035, -0.048], [0.250, -0.149, -0.121], [0.032, -0.082, -0.055], [0.038, -0.037, -0.044], [-0.023, 0.023, -0.023], [0.008, -0.006, -0.004], [-0.061, -0.006, 0.050], [0.003, -0.011, 0.007], [-0.002, -0.032, 0.012], [-0.002, -0.002, -0.003], [0.087, -0.139, 0.069], [-0.010, 0.292, 0.004], [0.002, 0.002, 0.007], [0.009, -0.006, 0.010], [0.029, 0.118, -0.025], [0.018, -0.001, 0.012], [0.002, 0.066, -0.016], [-0.045, -0.063, 0.002], [-0.001, 0.007, 0.002], [0.011, 0.021, -0.005], [0.006, 0.004, -0.009], [-0.108, 0.050, 0.026], [0.001, -0.024, -0.006], [0.013, 0.008, 0.012], [-0.093, 0.086, -0.011], [-0.014, 0.011, -0.010], [-0.011, -0.104, 0.052]], "mulliken_charge": [-0.297, 0.465, -0.560, -1.005, -0.736, 0.430, 1.269, -0.279, -0.620, 0.544, 0.335, 0.475, 2.173, 0.832, 0.038, 0.411, 0.550, -0.782, 0.063, 0.382, 0.334, -0.692, -0.086, -0.882, 0.519, -0.601, -0.548, -0.929, 0.356, -1.028, 1.079, 1.064, 0.160, -0.991, 0.136, -0.177, 0.548, -0.600, -1.076, 0.324, 0.466, 0.166, 0.357, 0.092, 0.488, 0.958, -0.115, -1.550, -1.254, -0.731, 0.498, 0.478, -1.103, 0.594, -0.438, 0.835, -0.571, -0.595, 0.441, 0.363, -1.160, 0.455, 0.505, 0.545, -0.810, 1.280, 0.476, 0.169, -1.879, 0.393, -0.715, 0.138, 0.448, -0.455, 0.609, -0.135, 0.275, 0.375, 1.319, 0.551, -0.364]}